(1)
{
  "formula": "C2H3NO2S",
  "method": "ωB97M-V with the def2-TZVPD basis set",
  "de_lowest_kcal_mol": 64.0,
  "lumo_energy_ev": -1.317,
  "spin_multiplicity": 1,
  "energy_ev": -18540.6761,
  "orbital_gap_ev": 7.87,
  "symbols": ["C", "C", "N", "O", "O", "S", "H", "H", "H"],
  "positions_angstrom": [[0.943, 0.065, -0.280], [0.857, 1.368, 0.049], [1.234, -1.082, -0.556], [-1.635, -1.904, 0.418], [-2.521, 0.379, 0.377], [-1.950, -0.729, -0.363], [-0.118, 1.781, 0.332], [1.787, 1.885, -0.048], [1.405, -1.762, 0.072]]
}


(2)
{
  "formula": "C2H3NO2S",
  "method": "ωB97M-V with the def2-TZVPD basis set",
  "de_lowest_kcal_mol": 137.7,
  "lumo_energy_ev": -1.774,
  "spin_multiplicity": 1,
  "energy_ev": -18537.4795,
  "orbital_gap_ev": 7.54,
  "symbols": ["C", "C", "H", "H", "H", "N", "O", "O", "S"],
  "positions_angstrom": [[-0.276, 0.859, -0.047], [-1.244, -0.311, -0.068], [1.025, -1.559, 0.709], [1.832, 0.965, -0.071], [-0.666, -1.252, -0.021], [1.125, 0.308, 0.152], [1.579, -0.848, -0.369], [-0.482, 1.992, -0.176], [-2.892, -0.153, -0.109]]
}


(3)
{
  "formula": "C2H3NO2S",
  "method": "ωB97M-V with the def2-TZVPD basis set",
  "de_lowest_kcal_mol": 57.0,
  "lumo_energy_ev": 0.097,
  "spin_multiplicity": 1,
  "smiles": "O=CN(S)C=O",
  "energy_ev": -18540.9817,
  "orbital_gap_ev": 10.39,
  "symbols": ["C", "C", "H", "H", "H", "N", "O", "O", "S"],
  "positions_angstrom": [[-0.176, 0.318, 1.326], [-0.546, -0.764, -0.864], [2.213, 0.431, -0.496], [-0.073, 1.360, 1.580], [-0.671, -0.276, -2.016], [0.147, 0.082, 0.005], [-0.987, -0.386, 1.946], [-1.115, -1.855, -0.568], [1.208, 1.090, -0.914]]
}


(4)
{
  "formula": "C2H3NO3",
  "method": "ωB97M-V with the def2-TZVPD basis set",
  "de_lowest_kcal_mol": 122.7,
  "lumo_energy_ev": 0.257,
  "spin_multiplicity": 1,
  "smiles": "C=C=O.O=NO",
  "energy_ev": -9750.7679,
  "orbital_gap_ev": 9.39,
  "symbols": ["C", "C", "N", "O", "O", "O", "H", "H", "H"],
  "positions_angstrom": [[-0.897, -1.085, -0.469], [-1.398, 0.048, 0.001], [1.111, 0.237, 0.538], [2.051, -0.537, 0.583], [1.415, 1.391, -0.073], [-1.707, 1.104, 0.376], [-0.814, -1.942, 0.283], [-0.571, -1.263, -1.492], [0.810, 2.046, 0.252]]
}


(5)
{
  "formula": "C2H3NO3",
  "method": "ωB97M-V with the def2-TZVPD basis set",
  "de_lowest_kcal_mol": 39.8,
  "lumo_energy_ev": 0.523,
  "spin_multiplicity": 1,
  "energy_ev": -9754.3623,
  "orbital_gap_ev": 11.06,
  "symbols": ["C", "C", "N", "O", "O", "O", "H", "H", "H"],
  "positions_angstrom": [[-2.214, 0.068, 0.115], [0.725, 0.007, -0.115], [0.337, -0.757, -1.023], [0.410, 1.302, 0.279], [1.564, -0.428, 0.885], [-2.202, -0.367, 1.150], [-0.226, 1.739, -0.439], [1.973, -1.349, 0.744], [-0.368, -0.214, -1.598]]
}


(6)
{
  "formula": "C2H3NO3",
  "method": "ωB97M-V with the def2-TZVPD basis set",
  "de_lowest_kcal_mol": 153.3,
  "lumo_energy_ev": [0.458, 0.458],
  "spin_multiplicity": 1,
  "energy_ev": -9749.4397,
  "orbital_gap_ev": [9.94, 9.94],
  "symbols": ["C", "C", "N", "O", "O", "O", "H", "H", "H"],
  "positions_angstrom": [[0.623, 0.436, 1.116], [0.355, 0.478, -0.303], [-0.918, -0.978, -1.031], [-0.613, -1.343, -2.117], [-1.768, -1.272, -0.262], [-0.328, 1.304, 0.516], [0.211, -0.366, 1.714], [1.503, 0.929, 1.512], [0.935, 0.810, -1.145]]
}


(7)
{
  "formula": "C2H3NO3",
  "method": "ωB97M-V with the def2-TZVPD basis set",
  "de_lowest_kcal_mol": 172.7,
  "lumo_energy_ev": -1.510,
  "spin_multiplicity": 1,
  "energy_ev": -9748.6005,
  "orbital_gap_ev": 9.19,
  "symbols": ["C", "C", "N", "O", "O", "O", "H", "H", "H"],
  "positions_angstrom": [[1.106, 0.069, -0.213], [-0.130, -0.315, 0.447], [-1.369, 0.053, -0.096], [-1.705, 1.090, -0.581], [-2.114, -0.939, 0.008], [1.031, 1.146, 0.605], [2.076, -0.411, -0.018], [1.177, 0.385, -1.361], [-0.071, -1.078, 1.209]]
}


(8)
{
  "formula": "C2H3NO3",
  "method": "ωB97M-V with the def2-TZVPD basis set",
  "de_lowest_kcal_mol": 133.4,
  "lumo_energy_ev": 0.207,
  "spin_multiplicity": 1,
  "smiles": "C=CO[N+](=O)[O-]",
  "energy_ev": -9750.3036,
  "orbital_gap_ev": 10.34,
  "symbols": ["C", "C", "N", "O", "O", "O", "H", "H", "H"],
  "positions_angstrom": [[0.319, 0.326, 0.318], [-0.717, -0.355, -0.132], [-2.990, -1.091, 0.018], [-2.808, -1.653, -1.007], [-3.951, -1.027, 0.698], [-1.905, -0.361, 0.553], [1.247, 0.323, -0.220], [0.262, 0.895, 1.229], [-0.714, -0.945, -1.041]]
}


(9)
{
  "formula": "C2H3NO3",
  "method": "ωB97M-V with the def2-TZVPD basis set",
  "de_lowest_kcal_mol": 102.8,
  "lumo_energy_ev": 0.389,
  "spin_multiplicity": 1,
  "smiles": "O=C=NOCO",
  "energy_ev": -9751.6313,
  "orbital_gap_ev": 10.50,
  "symbols": ["C", "C", "N", "O", "O", "O", "H", "H", "H"],
  "positions_angstrom": [[-0.150, 0.229, 0.184], [2.664, 0.616, 2.639], [1.660, 0.383, 1.972], [3.517, 0.760, 3.402], [1.189, 0.597, 0.606], [-0.162, -1.111, -0.305], [-0.236, 1.060, -0.558], [-0.940, 0.112, 1.038], [0.678, -1.373, -0.644]]
}


(10)
{
  "formula": "C2H3NO3P",
  "method": "ωB97M-V with the def2-TZVPD basis set",
  "de_lowest_kcal_mol": 64.4,
  "lumo_energy_ev": 3.995,
  "spin_multiplicity": 1,
  "total_charge": -1,
  "smiles": "O=C/N=C(\\[O-])OP",
  "energy_ev": -19044.7867,
  "orbital_gap_ev": 8.91,
  "symbols": ["C", "C", "N", "O", "O", "O", "P", "H", "H", "H"],
  "positions_angstrom": [[1.194, -1.370, -1.485], [-0.616, -0.379, -0.331], [0.565, -0.369, -0.912], [-0.781, 0.604, 0.795], [2.136, -1.230, -2.293], [-1.577, -1.082, -0.527], [-0.037, 1.857, 1.461], [0.635, -2.330, -1.237], [-1.088, 2.742, 1.542], [-0.430, 1.557, 2.987]]
}


(11)
{
  "formula": "C2H3NO3P",
  "method": "ωB97M-V with the def2-TZVPD basis set",
  "de_lowest_kcal_mol": 105.0,
  "lumo_energy_ev": 3.120,
  "spin_multiplicity": 1,
  "total_charge": -1,
  "smiles": "O=POC/C=N\\[O-]",
  "energy_ev": -19043.0254,
  "orbital_gap_ev": 5.57,
  "symbols": ["C", "C", "N", "O", "O", "O", "P", "H", "H", "H"],
  "positions_angstrom": [[-0.133, -0.327, 0.451], [0.646, 0.822, 0.868], [1.818, 1.034, 0.352], [-1.513, -0.173, 0.658], [2.300, 0.243, -0.474], [-3.877, 0.168, 0.192], [-2.613, 0.399, -0.476], [0.244, -0.576, -0.526], [0.007, -1.328, 0.962], [0.410, 1.514, 1.795]]
}


(12)
{
  "formula": "C2H3NO3S",
  "method": "ωB97M-V with the def2-TZVPD basis set",
  "de_lowest_kcal_mol": 84.0,
  "lumo_energy_ev": 0.130,
  "spin_multiplicity": 1,
  "energy_ev": -20586.5621,
  "orbital_gap_ev": 10.43,
  "symbols": ["C", "C", "N", "O", "O", "O", "S", "H", "H", "H"],
  "positions_angstrom": [[0.554, 1.147, 1.082], [0.461, -0.828, -0.075], [0.069, 0.377, 0.125], [-0.438, 1.108, 3.674], [1.374, 0.474, 2.087], [-0.799, -0.828, 2.203], [-0.167, 0.413, 2.488], [0.747, 2.232, 0.951], [-0.084, -1.534, -0.757], [1.382, -1.185, 0.502]]
}


(13)
{
  "formula": "C2H3NOS",
  "method": "ωB97M-V with the def2-TZVPD basis set",
  "de_lowest_kcal_mol": 44.2,
  "lumo_energy_ev": -0.206,
  "spin_multiplicity": 1,
  "smiles": "O=C/C=N/S",
  "energy_ev": -16493.2824,
  "orbital_gap_ev": 9.24,
  "symbols": ["C", "C", "H", "H", "H", "N", "O", "S"],
  "positions_angstrom": [[-0.474, 0.254, -0.035], [-1.542, 0.259, -1.232], [1.527, -1.764, 1.434], [-0.212, 1.332, 0.186], [-1.820, -0.748, -1.691], [0.293, -0.769, 0.115], [-1.775, 1.379, -1.636], [1.547, -0.472, 1.247]]
}


(14)
{
  "formula": "C2H3NOS",
  "method": "ωB97M-V with the def2-TZVPD basis set",
  "de_lowest_kcal_mol": 16.9,
  "lumo_energy_ev": 0.814,
  "spin_multiplicity": 1,
  "smiles": "O=C=S.C=N",
  "energy_ev": -16494.4673,
  "orbital_gap_ev": 10.29,
  "symbols": ["C", "C", "N", "O", "S", "H", "H", "H"],
  "positions_angstrom": [[0.671, -1.219, 3.387], [0.150, -0.570, 0.076], [0.129, 0.455, 0.702], [1.576, -0.691, 2.877], [-0.460, -2.046, 4.068], [0.121, -0.695, -1.010], [0.195, -1.426, 0.739], [0.108, 1.444, 0.313]]
}


(15)
{
  "formula": "C2H3NOS2",
  "method": "ωB97M-V with the def2-TZVPD basis set",
  "de_lowest_kcal_mol": 57.5,
  "lumo_energy_ev": -1.170,
  "spin_multiplicity": 1,
  "smiles": "ON(C=S)C=S",
  "energy_ev": -27328.2816,
  "orbital_gap_ev": 7.90,
  "symbols": ["C", "C", "H", "H", "H", "N", "O", "S", "S"],
  "positions_angstrom": [[1.233, 0.765, 0.008], [-1.227, 0.802, -0.020], [-0.843, -1.477, 0.122], [1.169, 1.828, 0.067], [-1.145, 1.891, -0.080], [-0.009, 0.134, -0.032], [0.066, -1.208, -0.035], [2.635, -0.095, 0.011], [-2.615, -0.087, 0.018]]
}


(16)
{
  "formula": "C2H3NOS2",
  "method": "ωB97M-V with the def2-TZVPD basis set",
  "de_lowest_kcal_mol": 64.9,
  "lumo_energy_ev": [-1.170, -1.169],
  "spin_multiplicity": 1,
  "energy_ev": -27327.9630,
  "orbital_gap_ev": [7.60, 7.60],
  "symbols": ["C", "C", "N", "O", "S", "S", "H", "H", "H"],
  "positions_angstrom": [[-2.125, -0.134, -0.006], [1.330, -0.228, 0.349], [-1.150, 0.795, 0.228], [-2.007, -1.071, -0.781], [0.351, 0.924, -0.256], [2.944, -0.311, -0.264], [-2.944, 0.115, 0.720], [1.031, -0.663, 1.247], [2.570, 0.574, -1.237]]
}


(17)
{
  "formula": "C2H3NOS2",
  "method": "ωB97M-V with the def2-TZVPD basis set",
  "de_lowest_kcal_mol": 20.8,
  "lumo_energy_ev": -0.357,
  "spin_multiplicity": 1,
  "smiles": "O=CNSC=S",
  "energy_ev": -27329.8760,
  "orbital_gap_ev": 8.68,
  "symbols": ["C", "C", "H", "H", "H", "N", "O", "S", "S"],
  "positions_angstrom": [[1.143, 1.249, 0.181], [-0.945, -1.562, -0.526], [1.065, 2.347, 0.200], [-0.764, 1.134, 1.044], [-1.149, -2.645, -0.480], [0.070, 0.634, 0.804], [2.053, 0.618, -0.298], [0.023, -1.078, 0.850], [-1.495, -0.697, -1.775]]
}


(18)
{
  "formula": "C2H3NOS2",
  "method": "ωB97M-V with the def2-TZVPD basis set",
  "de_lowest_kcal_mol": 30.7,
  "lumo_energy_ev": -0.917,
  "spin_multiplicity": 1,
  "smiles": "O=CC(=S)NS",
  "energy_ev": -27329.4464,
  "orbital_gap_ev": 8.00,
  "symbols": ["C", "C", "H", "H", "H", "N", "O", "S", "S"],
  "positions_angstrom": [[0.163, 0.489, 0.013], [1.623, -0.113, 0.027], [-2.457, 0.777, 0.041], [-0.268, -1.405, -0.002], [2.427, 0.614, -0.025], [-0.709, -0.548, 0.050], [1.889, -1.307, -0.052], [-2.410, -0.571, -0.027], [-0.258, 2.064, -0.023]]
}


(19)
{
  "formula": "C2H3NOS2",
  "method": "ωB97M-V with the def2-TZVPD basis set",
  "de_lowest_kcal_mol": 118.7,
  "lumo_energy_ev": [-1.569, -1.568],
  "spin_multiplicity": 1,
  "energy_ev": -27325.6297,
  "orbital_gap_ev": [6.96, 6.96],
  "symbols": ["C", "C", "N", "O", "S", "S", "H", "H", "H"],
  "positions_angstrom": [[0.293, 0.262, 0.624], [0.880, -0.698, -0.431], [-0.906, 0.736, 0.295], [0.408, -0.833, -1.620], [-2.280, 1.652, 0.829], [-1.734, 0.627, -1.123], [0.587, 0.229, 1.589], [1.995, -0.473, -0.414], [0.757, -1.503, 0.251]]
}


(20)
{
  "formula": "C2H3NP2",
  "method": "ωB97M-V with the def2-TZVPD basis set",
  "de_lowest_kcal_mol": 8.1,
  "lumo_energy_ev": -0.875,
  "spin_multiplicity": 1,
  "smiles": "C1=NP=[PH]=C1",
  "energy_ev": -22188.5112,
  "orbital_gap_ev": 8.09,
  "symbols": ["C", "C", "N", "P", "P", "H", "H", "H"],
  "positions_angstrom": [[0.388, 0.995, -0.201], [0.825, -0.299, -0.094], [-0.896, 1.353, -0.031], [-0.457, -1.496, -0.085], [-1.910, 0.175, 0.355], [0.852, 1.843, -0.708], [1.842, -0.606, -0.460], [-0.644, -1.966, 1.225]]
}